Entry 1:
{
  "formula": "C57H47CaClN7O2P3Te",
  "method": "the ωB97M-V functional and the def2-TZVPD basis",
  "energy_ha": -5164.097075,
  "gap_ev": 4.73,
  "multiplicity": 1,
  "charge": 0,
  "relative_energy_kcal_mol": 52.7,
  "lumo_energy_ev": -1.09,
  "mol_weight_g_mol": 1158.10,
  "species": ["Ca", "Te", "C", "C", "C", "N", "C", "C", "C", "P", "C", "C", "C", "C", "C", "C", "C", "C", "C", "C", "C", "C", "P", "C", "C", "C", "C", "C", "C", "C", "C", "C", "C", "C", "C", "H", "H", "H", "H", "H", "H", "H", "H", "H", "H", "H", "H", "H", "H", "H", "H", "H", "H", "H", "H", "H", "H", "H", "H", "N", "C", "N", "C", "N", "N", "C", "N", "C", "C", "C", "C", "C", "N", "H", "H", "H", "H", "H", "H", "H", "H", "Cl", "O", "C", "O", "P", "C", "C", "C", "C", "C", "C", "C", "C", "C", "C", "C", "C", "C", "C", "C", "C", "C", "C", "H", "H", "H", "H", "H", "H", "H", "H", "H", "H", "H", "H", "H", "H", "H"],
  "positions_angstrom": [[-0.22036, -0.62764, -0.52516], [2.26718, 3.02443, 2.61021], [2.29474, 5.12058, 2.86567], [3.27409, 5.72034, 3.65261], [3.27951, 7.09985, 3.77975], [2.40236, 7.90416, 3.18936], [1.47245, 7.32445, 2.43957], [1.37298, 5.95576, 2.24614], [0.97507, 3.02423, 0.91130], [2.06141, 2.52627, -0.40545], [1.47024, 2.88929, -2.08249], [0.74484, 4.02633, -2.41656], [0.40487, 4.27433, -3.73507], [0.79618, 3.39070, -4.73091], [1.53560, 2.26435, -4.40748], [1.87006, 2.01387, -3.08787], [3.55452, 3.56653, -0.35491], [4.80096, 2.95110, -0.38974], [5.95507, 3.71935, -0.37500], [5.86743, 5.10162, -0.31716], [4.62385, 5.72014, -0.28503], [3.47031, 4.95626, -0.31230], [-0.39556, 1.87076, 1.21061], [-0.86387, 2.21477, 2.94533], [-1.21497, 3.50475, 3.33966], [-1.54988, 3.76792, 4.65454], [-1.55636, 2.74061, 5.58998], [-1.23402, 1.45090, 5.20125], [-0.88936, 1.18967, 3.88166], [-1.90627, 2.60197, 0.46609], [-1.94340, 3.83944, -0.15377], [-3.12071, 4.30798, -0.71995], [-4.27591, 3.54614, -0.65303], [-4.25361, 2.31751, -0.00565], [-3.07536, 1.84983, 0.54522], [4.03671, 5.13325, 4.14865], [4.03921, 7.58619, 4.38394], [0.76354, 7.99386, 1.96068], [0.61405, 5.53764, 1.59817], [0.46660, 4.72965, -1.64511], [-0.16348, 5.16025, -3.98816], [0.52541, 3.58238, -5.76094], [1.83907, 1.57276, -5.18284], [2.42731, 1.11951, -2.83002], [4.86556, 1.86994, -0.40208], [6.92401, 3.23669, -0.39771], [6.76912, 5.69992, -0.29581], [4.55265, 6.79937, -0.23408], [2.50126, 5.43660, -0.27879], [-1.21366, 4.30270, 2.60901], [-1.80582, 4.77634, 4.95418], [-1.81734, 2.94873, 6.61977], [-1.24109, 0.64663, 5.92645], [-0.61847, 0.18325, 3.58449], [-1.04334, 4.43760, -0.16699], [-3.13590, 5.27334, -1.21025], [-5.19470, 3.91101, -1.09403], [-5.15712, 1.72325, 0.06690], [-3.06059, 0.88837, 1.05227], [-3.83186, -0.74668, -1.65132], [-3.71665, -1.51348, -0.57785], [-4.83247, -2.09258, -0.11394], [-4.68050, -2.86057, 0.94986], [-5.76180, -3.50920, 1.42542], [-3.52042, -3.06662, 1.60439], [-2.48297, -2.43029, 1.08148], [-2.48644, -1.67333, -0.01526], [-1.22207, -2.58293, 1.83845], [-1.14955, -3.76558, 2.75565], [0.19671, -3.89290, 3.50632], [1.07568, -2.69507, 3.38647], [0.84410, -1.75132, 2.47581], [-0.28391, -1.73393, 1.63585], [-4.76300, -0.55044, -1.97405], [-3.04350, -0.15668, -1.95041], [-6.66287, -3.25153, 1.06386], [-5.69632, -3.93209, 2.33349], [-2.05328, -3.83125, 3.35464], [0.06668, -4.18344, 4.54918], [1.94787, -2.61078, 4.02150], [1.49895, -0.90314, 2.32452], [-1.21549, 0.70034, -2.50380], [2.94931, 0.00991, 0.50927], [2.13390, 0.41922, -0.25902], [0.41732, -2.36473, -1.76657], [0.16917, -3.83580, -1.85193], [-1.41919, -4.18891, -2.61678], [-1.95715, -5.47433, -2.65250], [-3.15923, -5.70128, -3.29759], [-3.82065, -4.64933, -3.91882], [-3.28231, -3.37317, -3.89246], [-2.08018, -3.13530, -3.24053], [1.44886, -4.63762, -2.82952], [1.71980, -5.99615, -2.69977], [2.67994, -6.58753, -3.50337], [3.36909, -5.82243, -4.43446], [3.10393, -4.46686, -4.56009], [2.14370, -3.87128, -3.75831], [0.23203, -4.57118, -0.21411], [-0.86635, -4.88741, 0.47695], [-0.83314, -5.07772, 1.95476], [0.57256, -5.12985, 2.61818], [1.71927, -4.89549, 1.69270], [1.55889, -4.58795, 0.40925], [-1.43701, -6.29713, -2.17649], [-3.58141, -6.69734, -3.31989], [-4.75970, -4.83020, -4.42557], [-3.79692, -2.55271, -4.37384], [-1.66287, -2.13545, -3.20812], [1.19253, -6.58934, -1.96108], [2.89625, -7.64238, -3.40011], [4.12122, -6.28480, -5.05995], [3.64881, -3.87141, -5.28007], [1.93590, -2.81103, -3.83479], [-1.83746, -4.90067, -0.00463], [-1.49487, -5.88792, 2.26084], [0.74827, -6.02861, 3.21207], [2.71652, -4.93720, 2.11387], [2.41719, -4.37294, -0.21690]],
  "forces_ev_per_angstrom": [[0.0, 0.7, -0.3], [-0.1, 0.3, -0.1], [0.0, 0.1, 0.0], [-0.1, -0.1, 0.0], [0.1, -0.1, 0.1], [0.0, 0.2, 0.0], [-0.1, 0.0, -0.1], [0.1, -0.1, 0.0], [0.4, -0.2, 0.3], [0.2, 0.2, -0.1], [-0.1, -0.1, 0.1], [0.0, 0.0, 0.0], [0.0, 0.0, 0.0], [0.0, 0.0, 0.0], [0.0, 0.0, -0.1], [0.0, 0.0, 0.1], [0.0, 0.0, 0.0], [-0.1, 0.0, 0.0], [0.1, 0.0, 0.0], [0.0, 0.0, 0.0], [0.0, 0.0, 0.0], [0.0, 0.0, 0.0], [-0.2, 0.2, -0.2], [0.0, -0.2, 0.1], [0.0, -0.1, 0.0], [0.0, 0.1, 0.0], [0.0, 0.0, 0.1], [0.0, 0.0, 0.1], [0.0, 0.0, 0.0], [0.0, 0.1, 0.0], [0.0, 0.0, 0.0], [0.0, 0.1, 0.0], [-0.1, 0.0, 0.0], [-0.1, 0.0, 0.0], [0.0, 0.0, 0.0], [0.0, 0.0, 0.0], [0.0, 0.0, 0.0], [0.0, 0.0, 0.0], [-0.1, -0.1, 0.0], [-0.1, 0.0, 0.1], [0.0, 0.0, 0.0], [0.0, 0.0, 0.0], [0.0, 0.0, 0.0], [0.0, 0.0, 0.0], [0.0, 0.0, 0.0], [0.0, 0.0, 0.0], [0.0, 0.0, 0.0], [0.0, 0.0, 0.0], [0.0, 0.0, 0.0], [0.0, 0.0, 0.0], [0.0, 0.0, 0.0], [0.0, 0.0, 0.0], [0.0, 0.0, 0.0], [0.0, 0.0, 0.0], [0.1, 0.0, -0.1], [0.0, 0.0, 0.0], [0.0, 0.0, 0.0], [0.0, 0.0, 0.0], [0.0, 0.0, 0.0], [0.1, 0.1, 0.1], [-0.1, 0.0, -0.1], [-0.1, -0.1, 0.0], [0.0, 0.1, -0.1], [0.0, 0.0, 0.0], [0.3, 0.0, 0.0], [-0.8, 0.1, -0.4], [0.0, 0.0, 0.3], [0.6, 0.1, 0.2], [0.1, 0.2, 0.1], [0.0, 0.0, 0.1], [0.0, 0.2, -0.1], [0.5, -0.1, 0.4], [-0.8, -0.6, 0.2], [0.0, 0.0, 0.0], [0.0, -0.1, -0.1], [0.0, 0.0, 0.0], [0.0, 0.0, 0.0], [0.0, 0.0, 0.0], [0.0, 0.0, 0.0], [0.0, 0.0, 0.0], [0.1, 0.0, 0.1], [-0.2, 0.1, -0.2], [0.1, 0.1, -0.2], [0.1, -0.2, 0.4], [0.2, 0.0, -0.1], [-0.1, -0.5, -0.2], [0.1, 0.0, 0.1], [0.0, 0.0, 0.0], [0.0, -0.1, 0.0], [0.0, 0.0, 0.0], [0.0, 0.0, 0.0], [0.0, 0.0, 0.1], [-0.1, 0.0, 0.1], [0.0, 0.0, 0.0], [0.0, 0.0, 0.0], [0.0, 0.0, 0.0], [0.0, 0.0, 0.0], [0.0, 0.1, 0.0], [-0.2, -0.1, -0.2], [0.0, 0.0, -0.2], [-0.1, -0.1, 0.1], [0.1, -0.1, 0.0], [0.1, 0.0, -0.1], [0.3, 0.0, 0.2], [0.0, 0.0, 0.0], [0.0, 0.0, 0.0], [0.0, 0.0, 0.0], [0.0, 0.0, 0.0], [0.0, 0.0, 0.0], [0.0, 0.0, 0.0], [0.0, 0.0, 0.0], [0.0, 0.0, 0.0], [0.0, 0.0, 0.0], [0.0, 0.0, 0.0], [0.0, 0.0, 0.0], [0.0, 0.0, 0.0], [0.0, 0.0, 0.0], [0.0, 0.0, 0.0], [0.0, 0.0, 0.0]]
}

Entry 2:
{
  "formula": "C25H21Cl6N5O8STi",
  "method": "the ωB97M-V functional and the def2-TZVPD basis",
  "energy_ha": -5849.997423,
  "gap_ev": 6.13,
  "multiplicity": 1,
  "charge": 0,
  "relative_energy_kcal_mol": 10.8,
  "lumo_energy_ev": -1.81,
  "mol_weight_g_mol": 812.12,
  "species": ["Ti", "Cl", "C", "C", "Cl", "C", "Cl", "C", "O", "C", "Cl", "C", "Cl", "O", "C", "O", "C", "C", "C", "N", "C", "C", "C", "O", "O", "H", "H", "H", "C", "C", "C", "C", "Cl", "C", "C", "C", "O", "C", "C", "O", "O", "H", "H", "H", "H", "H", "H", "H", "H", "S", "C", "N", "C", "C", "N", "H", "H", "H", "H", "H", "H", "N", "N", "H", "H", "H", "H"],
  "positions_angstrom": [[-0.50821, -0.88186, 0.69966], [3.67670, 3.98441, 4.41142], [2.53753, 3.03214, 3.55306], [2.95595, 2.22499, 2.49745], [4.60182, 2.20176, 2.01704], [2.02780, 1.45579, 1.80936], [2.49376, 0.43658, 0.49955], [0.67546, 1.48192, 2.14453], [-0.22033, 0.78883, 1.45137], [0.26836, 2.29164, 3.20405], [-1.40718, 2.31818, 3.60537], [1.18722, 3.06461, 3.90301], [0.65266, 4.07564, 5.18033], [3.41779, -6.64570, 0.97172], [3.19487, -6.03876, -0.08266], [3.61839, -6.17736, -1.24166], [2.42989, -4.69789, 0.12345], [2.30308, -3.79781, -0.92881], [1.55590, -2.65243, -0.76677], [0.93079, -2.38415, 0.38892], [1.06311, -3.24394, 1.41793], [1.81412, -4.39007, 1.33604], [0.25285, -2.85315, 2.61766], [0.24818, -3.41618, 3.66723], [-0.48141, -1.74988, 2.34499], [2.78737, -4.04160, -1.86548], [1.41621, -1.94205, -1.57021], [1.90730, -5.07075, 2.17166], [-2.36659, 3.46722, 0.39341], [-0.93188, 3.88496, 0.25308], [-0.40476, 4.87905, 1.06086], [0.92169, 5.26407, 0.93841], [1.56088, 6.48098, 1.99692], [1.72991, 4.68803, -0.01897], [1.21659, 3.68953, -0.83817], [-0.09456, 3.26597, -0.68149], [-0.66584, 2.21325, -1.36257], [0.05972, 1.53893, -2.36898], [-0.21891, 0.04611, -2.32655], [-0.19979, -0.61671, -3.33589], [-0.43670, -0.45280, -1.13115], [-2.91042, 4.17600, 1.01533], [-2.43367, 2.48825, 0.87179], [-2.85718, 3.40664, -0.57912], [-1.03241, 5.35419, 1.80428], [2.75926, 5.00226, -0.12531], [1.87675, 3.25607, -1.57299], [-0.19810, 1.92192, -3.35671], [1.13850, 1.62090, -2.23218], [-2.01958, -3.02692, 0.09047], [-2.03141, -2.93986, -1.61888], [-2.71977, -2.06766, -2.34029], [-2.53211, -2.26771, -3.77705], [-1.44781, -3.36747, -3.81913], [-1.35734, -3.76305, -2.41229], [-3.18677, -1.29055, -1.89291], [-2.19123, -1.35372, -4.25660], [-3.46536, -2.59586, -4.23528], [-0.49220, -2.97169, -4.15925], [-1.73804, -4.21114, -4.44103], [-0.70675, -4.43715, -2.04273], [-3.17135, 0.31538, -0.26123], [-2.60403, -0.21407, 0.94961], [-4.01263, 0.83660, -0.03368], [-2.49469, 0.97682, -0.63590], [-3.14077, -1.03568, 1.21141], [-2.60067, 0.46601, 1.71055]],
  "forces_ev_per_angstrom": [[-0.5, -0.4, 0.1], [0.0, 0.0, 0.0], [0.0, 0.0, 0.0], [0.0, 0.0, 0.0], [0.0, 0.0, 0.0], [0.0, 0.0, 0.0], [0.1, 0.1, 0.0], [-0.1, 0.1, 0.0], [0.2, -0.1, -0.2], [0.0, 0.0, 0.0], [0.0, 0.0, 0.0], [0.0, 0.0, 0.0], [0.0, 0.0, 0.0], [-0.5, -0.3, 0.0], [1.3, 0.8, 0.2], [-0.4, -0.3, -0.2], [-0.5, -0.2, -0.1], [0.0, 0.0, 0.0], [0.0, 0.0, 0.0], [0.1, 0.1, 0.0], [0.1, 0.0, 0.0], [0.0, 0.0, 0.0], [0.0, 0.0, 0.0], [0.0, 0.0, 0.0], [0.2, 0.1, -0.1], [0.0, 0.0, 0.0], [0.0, 0.0, 0.0], [0.0, 0.0, 0.0], [0.0, 0.0, 0.0], [0.0, 0.0, 0.0], [0.0, 0.0, 0.0], [0.0, 0.0, 0.0], [0.0, 0.0, 0.0], [0.0, 0.0, 0.0], [0.0, -0.1, 0.0], [0.0, -0.1, 0.1], [0.0, 0.0, 0.0], [0.0, 0.0, 0.1], [-0.2, -0.1, 0.0], [0.2, 0.1, 0.0], [0.1, 0.2, 0.1], [0.0, 0.0, 0.0], [0.0, 0.1, 0.0], [0.0, 0.0, 0.0], [0.0, 0.0, 0.0], [0.0, 0.0, 0.0], [0.0, 0.0, 0.0], [0.0, 0.0, 0.0], [0.0, 0.0, 0.0], [0.0, 0.0, 0.0], [0.0, 0.1, 0.0], [0.0, -0.1, 0.0], [0.0, 0.0, 0.0], [0.0, 0.0, 0.0], [0.0, 0.0, 0.0], [0.0, 0.0, 0.0], [0.0, -0.1, 0.0], [0.0, 0.0, 0.0], [0.0, 0.0, 0.0], [0.0, 0.0, 0.0], [0.0, 0.0, 0.0], [0.0, -0.1, 0.0], [0.0, 0.1, 0.0], [0.0, 0.0, 0.0], [0.0, 0.0, 0.0], [0.0, 0.0, 0.0], [0.0, 0.0, 0.0]]
}